# 1
C16H20N2O3S | wB97M-V/def2-TZVPD

Values from the calculation:
- relative energy (zero: lowest compared OMol25 entry of this formula, charge and spin) (kcal per mole) = 51.6
- SMILES string = COCCCN(C(C)=O)c1nc(-c2ccc(OC)cc2)cs1
- E_LUMO (eV) = 0.6
- molecular weight (g mol⁻¹) = 320.41
- HOMO (eV) = -7.7795
- orbital gap (eV) = 8.34

```
42
Properties=species:S:1:pos:R:3:forces:R:3:mulliken_charge:R:1
O -4.16732 2.47012 1.48567 -0.1008 0.1297 0.0850 -0.6001
H 0.07028 0.33131 3.94088 -0.0716 -0.0787 -0.0644 0.4281
O 4.45960 -2.99033 -1.84489 -0.2174 0.0814 0.2305 -0.4545
C 5.27049 -3.19370 -2.97632 0.1266 -0.0267 -0.1887 -0.8399
H -0.88247 -0.85875 5.83069 -0.0345 -0.0164 -0.0072 0.2924
C 2.65855 -1.95475 -0.77444 0.2516 -0.1436 -0.1475 -0.5942
C 3.42544 -2.11117 -1.93187 -0.1630 0.0819 0.1276 0.8688
H 3.66001 -1.47710 -3.97828 0.0688 -0.0356 -0.0562 0.3934
C -0.30808 1.42275 -2.80359 -0.0306 -0.1856 0.3580 -0.4851
O -1.91860 -0.16437 4.17653 -0.1264 0.1814 -0.1734 -0.2604
C -1.71472 -1.13281 5.16905 0.0370 -0.0708 0.0433 -0.7514
H -0.54163 -0.93519 2.84715 0.0117 0.0440 0.0373 0.3786
H -3.18107 0.56193 1.97172 0.1442 -0.0419 -0.1861 0.5487
C -1.11836 1.07714 2.29585 -0.1449 -0.3688 0.1556 -0.3716
H -2.86878 4.09065 -0.81526 0.0278 0.0501 -0.0288 0.4256
H 0.09937 1.61070 -3.77472 0.1576 0.0105 -0.2226 0.4094
N -2.49097 1.56393 0.29347 -0.1806 -0.2742 0.5729 0.2031
H 0.99826 -0.96914 0.13742 -0.0330 -0.0164 0.0824 0.6614
H 4.69458 -3.59224 -3.81784 0.0201 0.0297 0.0280 0.3382
H 1.77313 0.04258 -3.93521 -0.0248 0.0540 -0.1037 0.2432
C -0.79930 0.01600 3.34149 0.1819 0.2202 -0.1291 -0.7175
H -2.02652 -0.34978 0.95210 -0.0673 0.0764 0.0583 0.3707
C -3.75674 3.49438 -0.61671 -0.1899 0.1219 0.1617 -1.6094
C 1.59002 -1.09031 -0.75606 0.0208 0.0691 -0.1847 -0.4171
H -2.63478 -1.18569 5.74706 0.0451 -0.0728 0.0566 0.2333
H 6.01863 -3.92519 -2.67492 -0.0344 0.0568 -0.0713 0.2395
C 3.09108 -1.37915 -3.06697 0.3126 -0.2121 -0.0817 -0.4281
C 2.01534 -0.51102 -3.04102 -0.2114 0.0398 0.3255 -1.0128
H -4.06258 3.00172 -1.53746 -0.0281 0.0010 -0.0654 0.4115
S -1.69192 2.30594 -2.28717 0.3000 -0.4426 0.3473 -0.2401
C 0.11227 0.55754 -1.83421 -0.4377 0.7715 -0.7990 -0.4082
H -1.50146 -2.11623 4.72969 -0.0159 0.0188 0.0357 0.3091
H -1.40808 1.99901 2.80093 0.0350 0.0791 0.0137 0.2947
H 2.92830 -2.52865 0.09807 0.0288 -0.0669 0.1087 0.4203
C -1.61696 1.43197 -0.75138 0.0889 0.6162 -1.2375 0.4724
N -0.64435 0.59041 -0.70067 -0.0077 -0.3060 0.5569 -0.2373
C -3.50592 2.48941 0.47274 -0.1240 0.1829 -0.1822 1.0727
C 1.24875 -0.34987 -1.89114 0.3924 -0.3056 -0.0534 0.6496
H -4.55865 4.14835 -0.28275 0.0314 -0.0585 0.0228 0.3238
H -0.22578 1.25804 1.69576 0.0091 0.0268 0.0521 0.3871
H 5.77191 -2.27012 -3.28336 -0.0310 -0.0330 0.0025 0.3365
C -2.26100 0.62169 1.38996 -0.0165 -0.1867 0.5203 -1.2844
```
Positions in Å, forces in eV/Å.



# 2
C20H38FNO13S2 | wB97M-V/def2-TZVPD

Values from the calculation:
- relative energy (zero: lowest compared OMol25 entry of this formula, charge and spin) (kcal per mole) = 49.4
- E_LUMO (eV) = -1.2
- molecular weight (g mol⁻¹) = 583.65
- HOMO (eV) = -9.9070
- orbital gap (eV) = 8.75

```
75
Properties=species:S:1:pos:R:3:forces:R:3:mulliken_charge:R:1
H -0.24069 1.62120 -4.20255 0.2463 -1.2742 3.2748 0.4695
H -4.65745 1.70449 -2.68854 -1.4361 1.2414 0.7429 0.4844
H -0.11715 0.04154 -3.37381 -0.0335 3.2764 1.2934 0.3280
H 5.68184 -0.97583 -1.11908 -1.6681 -0.2179 -1.2290 0.3475
C -0.65266 -2.75235 -1.92187 0.6104 0.1630 -0.7074 1.4462
C -4.63717 0.64600 -2.72332 3.6239 0.6279 3.3323 -1.6957
C -0.91888 -2.87818 -0.39739 -3.2392 4.8757 -0.6997 0.5280
C 3.39831 -2.54411 -0.39885 -0.6847 -3.3470 -0.0181 -0.5164
O -0.52097 -1.20606 4.61180 -0.8909 -0.0897 0.4026 -0.3223
O -0.36246 -4.06787 -0.06123 1.6577 -1.3881 1.2397 -0.3744
H -5.21192 0.22049 -3.41341 -2.9471 -1.5049 -2.5969 0.5448
H -3.16005 1.39495 -0.62280 0.1537 -2.5107 0.2262 0.1429
H 0.53527 1.48577 -2.66000 2.8365 0.5782 2.1108 0.2655
F -0.29906 0.45072 -0.63384 -0.2437 -0.3276 -0.3649 -0.5885
O 4.14439 0.97403 -0.14103 1.1273 1.2324 0.8356 -0.7306
C -1.88664 -2.54753 -2.81259 1.0883 -4.6769 1.4441 -1.8050
C 2.65209 3.53757 0.93035 0.6672 0.1106 3.1489 -0.9451
C 2.11264 4.94068 1.29321 -0.8970 -1.4613 -4.6879 -0.8682
H 5.17254 -3.00030 -2.07786 -3.6068 0.5061 1.2728 0.2898
O 0.04504 5.36998 2.63677 -2.4969 4.5063 6.9586 -0.6722
O 1.24947 -0.23634 3.52360 -1.9394 -0.2233 1.9835 -0.4304
C -3.59757 0.35103 -0.30694 -1.7281 3.6346 -2.3746 0.4971
C -4.65191 -0.15096 -1.33568 2.7913 2.6777 -4.4119 0.6582
O 1.39897 -0.61143 5.85974 -4.5648 -1.2005 -5.6640 -0.6144
O -0.05520 -4.01780 -2.21521 -0.0287 -0.0276 -1.7272 -0.4147
H -2.88871 0.33611 3.30815 0.5917 0.0262 1.0058 0.3914
C 0.26129 -4.67416 -1.14163 -0.1651 -1.7312 1.4022 0.4382
O -0.35344 4.63047 0.45056 -0.0825 -0.4864 -1.2162 -0.6954
H -1.78172 -2.65579 -3.86775 0.5057 -0.8712 -0.7068 0.4466
S 3.56688 -0.03691 -0.94578 -2.0330 3.1696 -3.9255 1.1794
H -4.28082 -1.08567 -1.68050 -1.0397 -1.7648 0.3812 0.1421
H 2.25276 2.97976 2.84476 2.2231 0.4820 3.9119 0.6391
H 3.70562 3.46208 0.90995 1.3675 0.1818 0.4391 0.6575
C 0.66786 -0.74296 4.78708 7.2726 3.0167 3.2822 0.5068
H -2.20346 -1.63539 -2.73052 -1.7211 5.7422 0.9204 0.3668
H -1.47099 -1.66068 2.87774 -1.0514 -0.6563 0.0812 0.5122
C 0.52821 2.75422 2.05998 0.8249 -0.2091 -2.6129 0.1731
C 2.81843 -1.17265 0.08410 -1.4843 -3.3516 -0.8257 0.5147
C -0.99031 -0.82579 3.32367 0.4892 1.6791 -2.5831 0.4457
H 2.38948 1.44576 1.74801 -0.1047 1.1336 0.8535 -0.1064
H -3.66299 0.66941 -3.17906 1.1867 -1.0741 -0.1312 0.3039
H 3.42712 -2.33080 -2.57691 -0.1917 -0.9448 0.0093 0.2216
H 0.25568 -0.19362 1.61537 -0.0194 2.3680 -2.8450 0.3297
H -1.39748 1.25990 3.89770 -0.1874 0.0105 0.5735 0.3925
H 2.61020 -3.45483 -0.49791 1.5167 2.4069 0.2262 0.0097
S 0.43038 4.54196 1.64707 1.0333 -3.7394 -4.7954 1.2417
H 3.09228 -1.16751 1.14204 -0.6176 1.0670 -0.2229 0.4149
O -4.46674 0.74222 0.72019 0.3528 0.1143 0.9777 -0.2692
H -0.99468 1.33425 -2.72914 -4.7881 0.8109 3.1735 0.1674
C 0.29855 -0.66521 2.50196 1.6946 -5.1322 4.9649 -0.2744
H 0.19537 -2.09643 -2.16962 -0.6370 0.6455 0.2785 -0.3055
H 5.06946 -0.63118 -2.85844 -1.2037 -0.8702 2.2889 0.3474
H 4.08773 -2.95898 0.36274 -0.1740 0.4912 -0.3753 0.3899
O -6.59836 0.79775 1.30001 2.7125 -0.0775 -4.9247 -0.6001
N -0.20488 1.14400 -3.16530 2.1443 -3.5934 -8.8519 -0.3697
C 4.12243 -2.36722 -1.73598 2.3471 -2.5996 -2.3072 -0.3744
O -5.92172 0.03213 -0.85276 -0.4359 0.5348 2.7123 -0.3336
O 0.89051 -5.69884 -1.09187 -0.6096 1.4104 0.2601 -0.5517
H -2.72384 -3.14642 -2.38298 0.6236 -0.0379 -0.7227 0.4632
H -0.70141 -1.78040 0.16980 0.4709 -3.2180 -1.2660 -0.6414
H 2.01523 5.51369 0.30276 -0.1122 -0.8527 1.1129 0.3422
C 2.09743 2.49890 1.98185 -2.5760 -0.1343 -4.4818 -0.5941
H 2.43618 3.32759 -0.04171 -1.3355 -0.7939 -2.6738 0.3178
H -2.93237 -0.43238 -0.08220 1.1370 -0.3844 0.8147 -0.3806
H 0.71332 -1.73694 2.38475 -0.9499 1.1866 -0.8143 0.2247
H 2.56543 5.68963 1.84564 1.0122 0.5148 2.2397 0.4647
H -2.07449 -2.87927 -0.31829 1.5378 -0.5910 0.2538 0.2724
H 1.74207 -1.14961 -0.26104 0.8017 0.4071 1.2021 -0.6330
H -1.82724 1.04428 2.15587 0.8446 -1.9193 2.4907 -0.0169
O 2.61336 0.44046 -2.02595 1.4953 -1.3751 2.0529 -0.6693
H -0.12780 2.21721 1.33019 0.8836 0.5599 0.0552 -0.3823
C -5.73700 0.64199 0.37790 -4.2426 -1.4733 5.3202 0.4510
H 0.13441 2.50460 2.99984 -0.2760 0.2596 1.5425 0.3674
C 4.72426 -1.06169 -1.80617 4.0627 3.6112 0.6954 -0.8261
C -1.79226 0.48327 3.26238 -1.4911 0.8711 -3.0246 -1.1353
```
Positions in Å, forces in eV/Å.



# 3
C3H10OS | wB97M-V/def2-TZVPD

Values from the calculation:
- relative energy (zero: lowest compared OMol25 entry of this formula, charge and spin) (kcal per mole) = 44.6
- SMILES string = CCO.CS
- E_LUMO (eV) = 0.9
- molecular weight (g mol⁻¹) = 94.18
- HOMO (eV) = -8.6069
- orbital gap (eV) = 9.48

```
15
Properties=species:S:1:pos:R:3:forces:R:3:mulliken_charge:R:1
H 3.53562 0.21504 0.94337 -1.7741 2.5047 1.3179 0.2788
H 0.46052 0.10935 1.25277 0.5122 -0.3312 0.5846 0.2096
S -1.88024 0.56882 -0.35627 -0.8317 2.8257 1.3693 -0.2422
H -1.23812 -0.71173 -2.32078 -0.1185 0.5476 0.9742 0.2529
H -2.67564 -1.42489 -1.45819 2.8800 1.3345 0.6285 0.2574
C -1.61046 -0.82094 -1.27456 -0.8698 -5.4012 -1.7744 -0.5930
H 2.33284 1.68911 0.61223 0.2692 0.5752 -0.4846 0.3149
H -2.81462 0.02133 0.44226 0.1718 0.2252 -0.0167 0.1138
C 1.47422 -0.26812 1.02153 -0.2444 0.9891 1.1292 -0.1980
O 1.30867 -0.72750 -0.29410 3.2371 0.9316 -2.1883 -0.4617
H 1.79819 -1.12532 1.63476 -0.4975 0.3084 0.1908 0.2625
H 2.37611 1.20721 2.35710 1.1113 -0.6721 -1.6717 0.2689
H 2.19024 -0.50034 -0.78040 -2.3925 -0.8240 1.0305 0.2827
C 2.55126 0.87238 1.26639 -0.0682 -3.4742 0.1394 -0.9263
H -0.84076 -1.46090 -0.71015 -1.3847 0.4607 -1.2286 0.1795
```
Positions in Å, forces in eV/Å.



# 4
C4H5N2O4 | wB97M-V/def2-TZVPD

Values from the calculation:
- E_LUMO (eV) = -5.5
- molecular weight (g mol⁻¹) = 145.09
- HOMO (eV) = -14.2924
- total charge = +1
- orbital gap (eV) = 8.84

```
15
Properties=species:S:1:pos:R:3:forces:R:3:mulliken_charge:R:1
C 1.81012 0.31266 -0.45677 -3.8272 -5.7925 0.6891 -0.2895
C -0.23242 -0.98430 -0.50718 0.0334 -2.0521 -0.0110 0.4632
O -1.42631 1.79077 -0.36418 2.7529 0.1860 -0.8062 -0.1520
H -0.73580 -0.77315 2.44629 0.3494 0.6050 -0.9374 0.3691
H 1.52334 2.34676 -0.55734 -1.9344 -1.9192 -0.3598 0.3887
H 2.76506 0.64076 -0.38318 2.9465 0.2676 0.0753 0.5109
N -0.97803 -0.59071 0.57399 -2.5841 -0.6053 -1.1345 0.1391
H 1.79356 -1.83233 -0.15829 0.8587 -1.2366 0.1241 0.4526
O -2.33959 -0.25496 0.34457 3.4715 2.9214 1.1313 -0.3562
N 0.95574 1.40366 -0.61525 0.8015 3.8617 0.1992 -0.1981
O -0.76488 -1.42824 -1.48969 0.0008 0.4596 -0.4486 -0.5081
C 1.24385 -0.96213 -0.31477 1.0323 5.4435 -0.6690 -0.5215
C -0.31565 1.49875 -0.47514 -2.4373 1.0074 0.4576 0.7190
O -0.45478 -0.16068 1.71014 0.0437 0.1918 2.0781 -0.3608
H -2.84421 -1.00686 0.24679 -1.5077 -3.3382 -0.3883 0.3436
```
Positions in Å, forces in eV/Å.